The following is a DFT calculation (wB97M-V/def2-TZVPD) of a 3-piece molecular cluster, C4H11NO overall at a distorted geometry.

Last columns: bonded neighbours and bond lengths (Å).
CARTESIAN COORDINATES (ANGSTROEM)
1 C -0.631 0.879 -0.868  C8 1.381, H11 1.067, C15 1.382
2 H -0.663 -1.881 1.826  no bonds
3 H 3.389 -0.527 -0.464  C16 1.074
4 O -2.481 -1.667 -0.032  H13 1.105, H17 0.938
5 H -2.692 1.220 -1.432  C15 1.105
6 H -1.960 2.216 0.091  C15 1.116
7 H 3.028 0.046 1.126  C16 1.063
8 C 0.377 0.775 0.070  C1 1.381, N10 1.381, H12 1.106
9 H 1.138 -0.978 0.660  N10 1.020
10 N 1.318 -0.233 -0.013  C8 1.381, H9 1.020, C16 1.465
11 H -0.421 0.288 -1.731  C1 1.067
12 H 0.308 1.429 0.958  C8 1.106
13 H -1.579 -1.905 0.559  O4 1.105
14 H 2.951 1.206 -0.155  C16 1.148
15 C -1.863 1.496 -0.755  C1 1.382, H5 1.105, H6 1.116
16 C 2.737 0.109 0.105  H3 1.074, H7 1.063, N10 1.465, H14 1.148
17 H -2.956 -2.471 0.057  O4 0.938

The relative energy (zero: lowest compared OMol25 entry of this formula, charge and spin) comes out at 181.85 kcal/mol. The orbital gap comes out at 3.8 eV. The spin multiplicity is 1.